Computed, not measured: C43H61I2N6OPSZr as an isolated structure, with the ωB97M-V functional and the def2-TZVPD basis.

Values from the calculation:
**Charge**: +2
**Frontier orbital gap**: 5.65 eV
**Largest force on an atom**: 0.0192 Eh/bohr
**E**: -94172.482 eV
**Energy relative to the best compared isomer or geometry (same formula, charge and spin)**: 0.089 eV

```
116
Properties=species:S:1:pos:R:3:forces:R:3:lowdin_charge:R:1
Zr 0.1566 0.1981 -0.4922 0.463 0.637 0.593 1.703
C -2.7110 5.8650 -2.2529 -0.048 -0.013 -0.044 -0.062
C -1.4740 5.5557 -1.4082 0.070 0.002 0.039 -0.190
C -1.4972 4.1771 -0.8221 -0.040 0.068 -0.094 -0.143
C -2.0735 3.7698 0.3474 -0.026 0.012 0.068 -0.121
C -2.8431 4.5946 1.3313 0.048 -0.023 0.040 -0.173
C -4.3599 4.4850 1.1433 -0.053 -0.020 -0.009 -0.062
C -1.8704 2.3488 0.4403 -0.124 -0.100 -0.168 -0.211
C -2.4561 1.5082 1.3731 -0.012 0.072 0.071 0.078
C -2.4010 0.1252 1.3639 0.196 -0.004 0.045 -0.224
C -3.2784 -0.7515 2.0811 -0.111 -0.054 -0.022 -0.125
C -4.3774 -0.3029 2.9902 0.089 -0.003 0.090 -0.175
C -5.6306 0.1459 2.2362 -0.037 -0.011 -0.036 -0.065
C -2.9605 -2.0271 1.7015 -0.060 -0.039 0.007 -0.150
C -1.8595 -1.9325 0.7882 0.160 0.050 0.139 -0.272
C -1.1500 -3.0080 0.2803 0.018 -0.053 0.079 0.032
C -0.0937 -2.9485 -0.6072 -0.001 0.118 -0.050 -0.270
N 0.2793 -1.8060 -1.2876 -0.004 -0.101 0.000 -0.079
C 1.2788 -2.1937 -2.1552 -0.150 0.048 -0.081 -0.255
C 1.7577 -1.3876 -3.1719 0.106 -0.074 0.017 0.037
C 1.3834 -0.0776 -3.4118 0.018 0.092 0.147 -0.222
N 0.6491 0.7006 -2.5337 -0.286 -0.104 -0.274 -0.041
C 0.4162 1.8966 -3.1932 0.182 0.008 0.149 -0.226
C -0.2578 2.9746 -2.6517 0.025 0.097 0.008 0.065
C -0.9232 3.0098 -1.4365 -0.039 -0.125 0.058 -0.225
N -1.1498 1.9049 -0.6482 -0.154 -0.007 -0.118 -0.048
C 1.0580 1.8808 -4.4761 -0.023 0.007 -0.054 -0.119
C 1.6661 0.6634 -4.6048 0.020 -0.006 -0.061 -0.115
C 2.4888 0.1685 -5.7523 -0.033 -0.017 0.001 -0.176
C 3.9865 0.3436 -5.4904 0.044 -0.002 0.017 -0.072
C 0.9874 2.9756 -5.4936 0.080 0.043 0.062 -0.184
C -0.2855 2.9019 -6.3391 -0.041 -0.022 -0.015 -0.068
C 1.6056 -3.5771 -1.9459 0.006 0.005 -0.056 -0.118
C 0.7432 -4.0489 -0.9992 -0.025 -0.063 -0.035 -0.119
C 0.6801 -5.4242 -0.4164 -0.058 -0.010 -0.050 -0.171
C 1.2779 -5.4808 0.9915 0.047 0.007 0.021 -0.073
C 2.6464 -4.3363 -2.7068 0.043 0.020 0.069 -0.186
C 2.0742 -5.0081 -3.9566 -0.029 -0.015 -0.052 -0.068
N -1.5147 -0.6079 0.5999 -0.333 -0.062 -0.323 -0.060
C -3.6106 -3.3098 2.1122 0.048 0.010 0.054 -0.178
C -4.4811 -3.9128 1.0078 -0.037 -0.006 -0.057 -0.067
H -2.6352 6.8532 -2.7046 0.009 0.002 0.010 0.083
H -3.6165 5.8412 -1.6472 0.012 -0.004 0.012 0.068
H -2.8306 5.1334 -3.0539 0.009 0.005 0.000 0.080
H -1.3842 6.2850 -0.5997 -0.051 0.005 -0.005 0.114
H -0.5757 5.6808 -2.0183 -0.002 -0.007 -0.002 0.106
H -2.5378 5.6383 1.2372 -0.010 -0.002 -0.047 0.112
H -2.5748 4.2943 2.3478 -0.022 0.010 0.004 0.117
H -4.6418 4.6710 0.1072 0.009 0.026 0.003 0.073
H -4.8804 5.2070 1.7708 0.017 -0.008 0.018 0.085
H -4.7255 3.4912 1.4059 0.010 -0.005 -0.019 0.060
H -3.0974 1.9696 2.1127 -0.004 -0.009 -0.010 0.119
H -4.0126 0.5060 3.6294 -0.016 0.016 -0.028 0.117
H -4.6325 -1.1207 3.6651 -0.010 0.009 0.007 0.111
H -5.4102 0.9557 1.5384 0.014 0.002 0.006 0.064
H -6.3917 0.4945 2.9330 -0.003 -0.002 -0.004 0.083
H -6.0524 -0.6781 1.6597 0.007 0.002 -0.001 0.078
H -1.4357 -3.9905 0.6340 -0.004 0.009 -0.001 0.123
H 2.4388 -1.8426 -3.8789 -0.009 0.008 -0.006 0.120
H -0.2688 3.8834 -3.2394 0.007 -0.004 0.004 0.119
H 2.2033 0.7048 -6.6579 0.019 0.021 0.007 0.114
H 2.2612 -0.8816 -5.9477 0.011 -0.003 0.017 0.116
H 4.2322 1.3955 -5.3365 -0.007 -0.001 -0.010 0.079
H 4.5787 -0.0234 -6.3278 -0.016 -0.002 -0.009 0.081
H 4.2906 -0.2007 -4.5929 -0.009 -0.002 0.001 0.063
H 1.8666 2.9180 -6.1374 -0.018 -0.003 -0.018 0.113
H 1.0479 3.9478 -4.9976 -0.013 -0.004 0.000 0.110
H -0.3288 1.9645 -6.8948 0.006 0.001 0.004 0.082
H -0.3222 3.7224 -7.0542 0.004 -0.002 -0.003 0.082
H -1.1780 2.9543 -5.7134 0.008 0.010 0.006 0.076
H 1.2097 -6.1157 -1.0729 0.016 0.006 0.006 0.112
H -0.3572 -5.7694 -0.3975 0.007 0.005 0.025 0.122
H 2.3101 -5.1236 0.9838 0.002 -0.014 -0.009 0.073
H 1.2765 -6.5006 1.3741 -0.020 0.004 0.006 0.083
H 0.7190 -4.8535 1.6888 -0.009 0.010 -0.002 0.053
H 3.0901 -5.0874 -2.0494 -0.032 -0.029 -0.014 0.115
H 3.4624 -3.6622 -2.9795 -0.010 0.006 -0.019 0.107
H 1.2889 -5.7167 -3.6914 0.005 0.004 0.009 0.081
H 2.8470 -5.5487 -4.5017 0.012 0.004 0.014 0.081
H 1.6342 -4.2722 -4.6318 0.007 0.005 0.008 0.077
H -4.2167 -3.1357 3.0016 -0.010 0.013 -0.005 0.111
H -2.8390 -4.0242 2.4154 0.000 -0.010 -0.029 0.114
H -5.2798 -3.2260 0.7258 0.004 0.002 0.006 0.078
H -4.9391 -4.8439 1.3387 0.009 0.005 0.022 0.082
H -3.8985 -4.1244 0.1098 0.007 0.008 0.007 0.072
S 3.8673 -0.5032 -0.5084 -0.058 0.020 0.104 0.550
C 5.2445 -1.4586 -0.1343 0.178 -0.103 -0.052 -0.780
N 5.3353 -2.2064 0.9633 -0.102 0.008 -0.103 0.022
C 6.4726 -3.0795 1.2665 -0.077 0.028 0.013 -0.144
C 7.7298 -2.4700 0.6776 0.060 -0.002 0.034 -0.152
C 7.5129 -2.2124 -0.8005 -0.056 0.052 -0.058 -0.146
N 6.2777 -1.4426 -0.9773 -0.087 -0.012 -0.008 0.022
H 4.5260 -2.2253 1.5603 0.012 -0.021 0.055 0.030
H 6.2906 -4.0747 0.8534 0.015 -0.003 -0.001 0.130
H 6.5394 -3.1725 2.3484 0.028 0.013 0.001 0.131
H 8.5754 -3.1405 0.8197 -0.013 -0.009 -0.009 0.129
H 7.9569 -1.5323 1.1879 0.007 -0.005 0.002 0.128
H 7.4388 -3.1506 -1.3553 0.012 -0.013 0.020 0.129
H 8.3299 -1.6346 -1.2281 0.011 0.002 0.020 0.130
H 6.1495 -0.8897 -1.8083 0.045 0.017 -0.012 0.123
C 3.6853 2.4540 1.6931 0.035 -0.045 0.105 -0.167
P 2.4131 2.7801 0.4930 -0.190 -0.022 0.062 0.628
C 3.1639 3.0390 -1.1161 0.070 -0.040 -0.104 -0.143
C 1.6140 4.2955 0.9829 -0.053 0.086 0.019 -0.136
O 1.3802 1.6389 0.4691 0.143 -0.243 -0.458 -0.602
H 4.3820 3.2936 1.7127 0.009 -0.012 0.006 0.076
H 4.2129 1.5398 1.4236 0.003 -0.001 0.003 0.016
H 3.2294 2.3436 2.6777 0.017 -0.015 -0.001 0.073
H 4.2476 2.9563 -1.0435 0.001 0.018 0.009 0.065
H 2.8997 4.0260 -1.4948 0.001 -0.008 -0.015 0.069
H 2.8116 2.2825 -1.8181 -0.026 -0.015 0.014 0.034
H 2.3633 5.0801 1.1021 -0.016 0.011 -0.013 0.078
H 1.0944 4.1486 1.9303 0.014 -0.013 0.003 0.077
H 0.8909 4.5928 0.2234 -0.006 -0.002 0.008 0.047
I 1.9350 -1.2694 1.7070 0.077 -0.133 0.244 0.426
I 0.2145 -1.8687 3.7161 0.070 0.015 -0.026 0.244
```
Positions in Å, forces in eV/Å.

=====

Computed, not measured: a 6-piece molecular cluster, C43H62N6O6S overall in a non-equilibrium geometry, with the ωB97M-V functional and the def2-TZVPD basis.

Values from the calculation:
**Charge**: 0
**Frontier orbital gap**: 9.09 eV
**Largest force on an atom**: 0.1041 Eh/bohr
**E**: -77653.397 eV
**SMILES string**: CCCCCCC[C@@H]1[C@H](OCCNC[C@@H](C)O)[C@H](CCO)COS1(=O)=O.c1ccncc1.c1ccncc1.c1ccncc1.c1ccncc1.c1ccncc1

```
118
Properties=species:S:1:pos:R:3:forces:R:3:lowdin_charge:R:1
C -2.2261 7.9093 3.3746 0.073 -0.217 -0.322 -0.119
C -2.1886 6.3889 3.0070 -1.604 0.197 0.229 -0.262
C -2.1079 5.4481 4.2586 1.465 0.552 -0.117 -0.209
C -1.4726 4.0411 3.9703 -0.823 -0.633 1.317 -0.211
C -2.5534 2.9218 3.6953 0.672 0.954 -1.642 -0.184
C -3.3586 3.4150 2.4151 0.629 -0.617 1.064 -0.220
C -3.9393 2.2163 1.6003 -0.228 0.655 1.164 -0.143
C -4.7148 2.5933 0.2894 0.054 -0.811 -0.677 -0.225
C -4.1414 1.9517 -1.0289 -0.345 0.410 -1.009 -0.298
O -2.7576 1.6544 -0.9784 -0.698 -0.729 0.067 -0.117
C -2.4773 0.5862 -1.8877 1.384 -0.912 0.118 -0.168
C -0.9940 0.0742 -1.7159 -1.166 -0.239 -0.172 -0.175
N -0.4107 -0.0556 -3.0590 0.567 -0.168 0.868 -0.074
C 0.9342 -0.6688 -3.0124 0.088 1.231 -0.966 -0.187
C 1.9730 0.4706 -3.3063 -0.299 -0.497 -0.841 -0.401
C 1.8098 0.9862 -4.7845 0.315 0.036 0.370 -0.056
O 1.7740 1.5826 -2.4230 0.234 -0.698 0.026 -0.058
C -4.4215 2.8079 -2.3407 -0.140 0.108 -0.001 -0.215
C -3.2192 3.7244 -2.7653 -0.052 0.245 -0.573 -0.121
C -3.6036 5.0806 -3.4295 0.911 0.351 0.330 -0.245
O -4.3155 4.9401 -4.6644 0.147 -0.156 0.214 -0.069
C -5.8083 3.5092 -2.2118 -0.416 -1.621 -0.158 -0.183
O -5.8457 4.6566 -1.3450 1.164 -1.271 1.187 -0.226
S -4.9712 4.4010 0.0602 -0.079 4.744 2.476 0.776
O -3.7188 5.1710 -0.0808 -1.732 -2.194 -0.467 -0.285
O -5.8182 4.9630 1.1502 1.130 -2.088 -2.428 -0.307
H -1.3736 8.1740 4.0343 -0.473 -0.049 -0.352 0.063
H -3.1806 8.1975 3.8706 0.657 -0.344 -0.138 0.072
H -2.1731 8.5295 2.4490 0.085 -0.433 0.623 0.069
H -3.1667 6.1727 2.5096 0.823 0.151 0.052 0.086
H -1.4081 6.1818 2.2476 -0.189 0.054 0.655 0.097
H -3.0756 5.3792 4.8093 0.517 -0.083 -0.600 0.118
H -1.4092 5.9540 4.9744 -0.500 -0.335 -0.433 0.102
H -0.9333 3.7341 4.8973 -0.178 0.193 -0.612 0.100
H -0.7112 4.0825 3.1622 -0.614 0.048 0.340 0.108
H -2.0253 1.9791 3.4159 -0.399 0.463 0.508 0.105
H -3.2107 2.7806 4.5747 0.371 -0.050 -0.467 0.109
H -2.6113 3.9773 1.8122 -0.836 -0.320 0.203 0.102
H -4.1412 4.0984 2.8136 0.433 -0.379 -0.798 0.107
H -3.1089 1.4981 1.4372 -0.567 0.550 -0.506 0.118
H -4.6532 1.6929 2.2826 0.373 0.349 -0.599 0.126
H -5.7418 2.1722 0.4037 0.567 0.706 -0.217 0.130
H -4.7128 0.9999 -1.1864 0.377 0.561 0.363 0.133
H -2.5743 0.8937 -2.9511 -0.131 0.069 0.598 0.116
H -3.1297 -0.3024 -1.7009 0.016 0.804 -0.055 0.127
H -1.0125 -0.9351 -1.2223 -0.037 0.747 -0.080 0.117
H -0.4235 0.7548 -1.0548 -0.169 -0.186 -0.682 0.124
H -1.0128 -0.5938 -3.6714 -0.054 -0.054 0.322 0.106
H 1.1554 -1.2019 -2.0642 -0.216 0.295 -0.455 0.106
H 1.0028 -1.3710 -3.8680 0.251 0.182 0.743 0.107
H 2.9944 0.0400 -3.1733 -0.540 0.297 -0.083 0.120
H 1.1023 1.8438 -4.8231 0.263 -0.741 0.154 0.080
H 1.4393 0.1750 -5.4430 0.342 0.534 0.233 0.074
H 2.7882 1.3684 -5.1604 -0.622 -0.390 0.132 0.075
H 2.3749 2.2560 -2.7515 -0.025 0.238 0.180 0.081
H -4.5375 2.0504 -3.1527 -0.151 0.612 0.526 0.148
H -2.5099 3.9468 -1.9421 -0.662 -0.212 -0.346 0.117
H -2.6365 3.1578 -3.5323 -0.338 0.408 0.574 0.122
H -2.6412 5.5790 -3.7005 -0.619 -0.392 0.168 0.124
H -4.0991 5.7912 -2.7281 0.115 -0.722 -0.448 0.115
H -5.2536 5.0629 -4.5165 -0.068 0.093 0.088 0.063
H -6.5077 2.7486 -1.7683 0.387 0.480 -0.449 0.128
H -6.2609 3.7615 -3.1952 0.507 0.249 0.759 0.129
N 3.0442 -3.1261 -3.2451 0.129 -0.319 0.291 0.054
C 2.8425 -4.4260 -3.4892 0.000 0.338 -0.090 -0.152
C 3.0891 -5.4327 -2.5697 0.025 0.087 0.039 -0.068
C 3.5777 -5.0785 -1.3222 0.072 -0.069 0.227 -0.072
C 3.7970 -3.7372 -1.0459 -0.053 -0.056 -0.132 -0.066
C 3.5146 -2.8079 -2.0339 -0.077 0.066 -0.314 -0.165
H 2.4629 -4.6562 -4.4790 -0.003 -0.065 0.011 0.101
H 2.9040 -6.4681 -2.8234 0.002 0.018 -0.005 0.101
H 3.7843 -5.8394 -0.5759 -0.082 0.005 -0.147 0.061
H 4.1781 -3.4195 -0.0841 -0.014 0.033 -0.022 0.099
H 3.6670 -1.7474 -1.8611 0.031 -0.013 0.075 0.093
N 4.3390 -7.6439 0.6647 0.297 -0.266 0.357 0.040
C 5.1984 -7.0066 1.4693 -0.240 -0.068 -0.247 -0.150
C 6.0050 -7.6437 2.3975 -0.037 -0.024 -0.035 -0.065
C 5.9175 -9.0220 2.5051 -0.161 -0.162 0.115 -0.096
C 5.0336 -9.7055 1.6839 0.034 0.152 0.004 -0.070
C 4.2734 -8.9742 0.7856 -0.111 0.280 -0.191 -0.149
H 5.2299 -5.9281 1.3509 0.060 0.015 0.048 0.098
H 6.6840 -7.0767 3.0201 0.004 -0.017 -0.024 0.103
H 6.5298 -9.5551 3.2176 0.026 0.073 -0.037 0.080
H 4.9372 -10.7819 1.7390 -0.025 0.019 -0.015 0.101
H 3.5710 -9.4647 0.1203 0.011 -0.055 0.030 0.103
N 8.8781 -9.6787 3.1105 0.570 -0.271 0.013 0.048
C 9.1682 -10.2051 1.9158 -0.236 0.202 0.205 -0.145
C 10.3188 -10.9293 1.6507 0.062 -0.004 0.070 -0.069
C 11.2267 -11.1184 2.6806 0.070 -0.044 -0.015 -0.079
C 10.9497 -10.5811 3.9277 0.011 -0.030 -0.078 -0.072
C 9.7686 -9.8757 4.0894 -0.290 0.132 -0.127 -0.144
H 8.4292 -10.0278 1.1411 0.020 -0.033 -0.041 0.104
H 10.4996 -11.3342 0.6640 -0.028 0.024 0.007 0.103
H 12.1391 -11.6779 2.5134 -0.023 0.014 0.004 0.106
H 11.6342 -10.7071 4.7558 -0.033 0.016 0.003 0.102
H 9.5066 -9.4398 5.0473 0.066 -0.023 0.027 0.105
N -5.9643 -2.7942 -0.6374 -0.372 0.169 -0.063 0.058
C -6.9658 -3.5298 -1.1306 0.353 0.052 0.106 -0.152
C -8.2574 -3.0581 -1.3044 -0.010 0.090 0.033 -0.073
C -8.5317 -1.7489 -0.9435 -0.105 0.038 -0.024 -0.080
C -7.5101 -0.9669 -0.4280 -0.017 -0.030 -0.043 -0.077
C -6.2527 -1.5341 -0.2978 0.219 -0.267 -0.044 -0.164
H -6.7040 -4.5481 -1.3956 -0.064 -0.011 -0.024 0.103
H -9.0279 -3.6992 -1.7111 0.031 -0.010 0.009 0.102
H -9.5288 -1.3426 -1.0624 0.025 -0.010 0.006 0.106
H -7.6857 0.0602 -0.1341 0.010 -0.016 0.015 0.096
H -5.4199 -0.9609 0.0977 -0.037 0.044 0.043 0.092
N 1.9146 7.0440 2.3115 -0.010 0.245 -0.332 0.056
C 2.2082 8.3464 2.3837 -0.059 -0.337 0.141 -0.159
C 2.1931 9.2025 1.2945 -0.017 -0.034 -0.074 -0.078
C 1.8581 8.6810 0.0550 -0.004 0.049 -0.073 -0.084
C 1.5515 7.3334 -0.0459 0.019 0.086 0.001 -0.074
C 1.5930 6.5640 1.1056 0.038 -0.051 0.378 -0.162
H 2.4669 8.7075 3.3730 0.003 0.068 -0.022 0.101
H 2.4374 10.2498 1.4134 -0.001 -0.022 0.026 0.099
H 1.8357 9.3172 -0.8216 -0.003 -0.015 0.022 0.104
H 1.2853 6.8896 -0.9959 -0.014 -0.021 0.034 0.101
H 1.3572 5.5056 1.0777 -0.012 0.003 -0.080 0.101
```
Positions in Å, forces in eV/Å.